Computed, not measured: a 7-piece molecular cluster, H14O7 overall at a distorted geometry, with wB97M-V/def2-TZVPD.

Bonds (Å) are listed after each position.
Positions of all 21 atoms, in Å:
1 O 1.7002 -1.4250 0.8703  H14 1.005, H20 0.924
2 O -0.8378 -2.5060 -0.1167  H8 0.942, H9 0.990, H16 1.041
3 O 2.3802 0.8560 -1.7987  H13 0.921, H19 1.010
4 O -0.1788 1.8440 2.5173  H11 1.033, H18 0.909
5 O 0.0082 0.0280 -0.5517  H10 0.915
6 O -1.4558 1.3060 -2.0517  H12 1.031, H17 0.956
7 O -2.0868 0.2500 1.0363  H15 1.029, H21 0.991
8 H -0.4318 -1.6720 -0.2807  O2 0.942
9 H -0.6188 -2.8790 -1.0067  O2 0.990
10 H 0.2062 0.9130 -0.6757  O5 0.915
11 H -0.7928 1.2870 1.9013  O4 1.033
12 H -0.8348 0.7690 -1.4287  O6 1.031
13 H 2.7932 1.3770 -1.1607  O3 0.921
14 H 1.0772 -0.8240 0.3593  O1 1.005
15 H -1.2378 0.0190 0.5023  O7 1.029
16 H -0.2948 -3.0620 0.5763  O2 1.041
17 H -0.8518 1.7390 -2.6537  O6 0.956
18 H 0.0502 2.6000 2.0673  O4 0.909
19 H 1.5112 0.7110 -1.3047  O3 1.010
20 H 1.6122 -0.8580 1.5943  O1 0.924
21 H -1.7168 -0.4720 1.6053  O7 0.991

Values from the calculation:
* orbital gap: 8.7 eV
* LUMO: -1.43 eV
* E: -14555.6168 eV
* energy above the lowest of the compared OMol25 structures with the same formula, charge and spin: 134.8 kcal/mol
* 2S+1: 1

***

Computed, not measured: a 7-piece molecular cluster, H14O7 overall at a distorted geometry, with wB97M-V/def2-TZVPD.

Bonds (Å) are listed after each position.
Positions of all 21 atoms, in Å:
1 O -0.9590 -1.9258 1.0443  H10 0.962, H18 0.941
2 O -2.8705 -1.6165 -1.2895  H11 0.947, H21 0.929
3 O 2.5808 1.9579 0.6587  H8 0.950, H9 0.974
4 O 0.9380 -0.2724 -0.5336  H15 0.961, H19 0.962
5 O 2.6019 -0.8518 1.5245  H12 0.962, H17 0.983
6 O -1.3632 1.2036 0.0732  H16 0.922, H20 0.943
7 O 0.3002 3.0561 -2.0519  H13 0.934, H14 0.904
8 H 2.1486 1.1897 0.3049  O3 0.950
9 H 2.8726 1.6025 1.5170  O3 0.974
10 H -1.2387 -1.6394 1.9190  O1 0.962
11 H -2.2900 -2.0726 -0.6969  O2 0.947
12 H 2.0223 -0.6648 0.7792  O5 0.962
13 H -0.4137 2.9924 -2.6503  O7 0.934
14 H 0.1406 2.3421 -1.5200  O7 0.904
15 H 0.2170 0.3569 -0.6233  O4 0.961
16 H -1.2233 0.7851 0.8831  O6 0.922
17 H 1.9573 -1.3148 2.1047  O5 0.983
18 H -0.7104 -2.8073 1.2611  O1 0.941
19 H 0.4307 -1.0600 -0.3159  O4 0.962
20 H -2.1158 0.7548 -0.2745  O6 0.943
21 H -3.0254 -2.0156 -2.1138  O2 0.929

Values from the calculation:
* orbital gap: 10.0 eV
* LUMO: -0.54 eV
* E: -14559.4147 eV
* energy above the lowest of the compared OMol25 structures with the same formula, charge and spin: 47.2 kcal/mol
* SMILES string: O.O.O.O.O.O.O
* 2S+1: 1